(1)
ORCA calculation (ωB97M-V with the def2-TZVPD basis set) on a cluster of 2 separate species, C10H19ClOSi in total at a distorted geometry.

```
32
Properties=species:S:1:pos:R:3:forces:R:3
C -3.80980 -1.16636 -0.15637 1.566 -0.429 0.701
C -3.09359 0.02793 -0.73714 -1.953 -2.217 -3.724
C -2.99094 1.26253 -0.01134 -0.822 1.281 -0.601
C -2.34028 1.00106 1.27416 0.656 0.373 2.294
C -1.03436 0.44903 1.00978 1.604 0.015 -1.054
C -0.05600 0.16928 0.33352 -0.315 -0.792 3.329
C 1.10564 -0.63611 -0.01443 0.139 2.909 0.793
C 1.06969 -0.87745 -1.40488 3.305 -4.539 1.884
O 0.50471 -0.47833 -2.36700 -2.059 2.816 -2.109
Si 3.20395 0.12230 -0.02819 -1.807 -0.773 1.691
C 4.03339 -1.58749 -0.15682 -1.558 -0.038 -0.631
C 3.17966 1.25476 1.53579 -1.552 -0.946 1.890
H -4.05987 -1.84064 -0.97997 0.524 -0.350 0.365
H -3.07501 -1.56064 0.59644 -1.160 -0.531 -0.547
H -4.73232 -0.95278 0.29221 -1.382 0.497 1.013
H -2.15773 -0.41076 -0.93681 1.458 0.103 -0.796
H -3.61551 0.13455 -1.72201 0.681 0.616 0.450
H -2.54316 2.04917 -0.66116 -0.182 -0.364 0.859
H -3.98596 1.48785 0.28710 -1.182 1.069 -0.181
H -2.27888 1.94114 1.83864 0.159 -0.281 0.181
H -2.96384 0.29434 1.86871 0.434 0.470 -0.271
H 1.42976 -1.40503 0.73531 -0.664 0.284 -1.198
H 1.76237 -1.69138 -1.53645 0.773 -1.003 -1.008
H 3.67472 0.69356 -1.20493 0.165 1.254 -1.567
H 4.37650 -1.87616 0.77597 1.736 -0.304 1.952
H 3.28432 -2.40937 -0.21805 0.137 0.648 -0.743
H 4.77384 -1.68173 -0.96603 -0.279 0.102 0.509
H 4.13685 1.63807 2.00399 -1.018 -0.524 -0.855
H 2.40517 2.10503 1.47102 1.336 -1.212 -0.395
H 2.65229 0.56215 2.36631 1.296 1.357 -1.624
Cl 0.65216 2.32682 -1.28474 0.085 -1.192 -1.530
H 0.49225 1.05469 -2.00262 -0.119 1.700 0.924
```
Positions in Å, forces in eV/Å.

Gap between HOMO and LUMO = 9.167 eV
Structure (SMILES) = CCCCC#C[C@@H](C=O)[SiH](C)C.Cl
Relative energy (zero: lowest compared OMol25 entry of this formula, charge and spin) = 4.778 eV
E_tot = -33121.2210 eV



(2)
ORCA calculation (ωB97M-V with the def2-TZVPD basis set) on a cluster of 2 separate species, C10H19F3N2O11P5 in total at a distorted geometry.

```
50
Properties=species:S:1:pos:R:3:forces:R:3
N 3.37708 2.67936 3.99824 -0.356 -1.113 -0.362
P 3.63143 1.31015 3.23002 0.141 2.394 1.449
C 2.73385 1.43189 1.59311 -0.782 -1.162 -2.864
C 1.81827 2.51104 1.33032 1.346 -1.683 0.058
N 1.15724 2.65887 0.09719 1.670 -1.142 0.728
P 0.10726 4.09571 -0.02744 -3.047 0.653 -0.117
O -1.28697 3.77395 -0.43362 1.681 -0.056 0.045
C 1.34132 1.76195 -0.96362 0.664 -1.296 -0.304
C 0.60357 2.00649 -2.33293 0.803 1.063 -0.058
P -0.92097 0.92911 -2.45534 -0.988 -4.040 0.992
O -0.70089 -0.22639 -1.48816 -0.296 2.174 -1.053
O -2.32528 1.69649 -2.09592 1.846 -0.626 -0.647
O -1.05710 0.31657 -3.99365 -0.095 1.552 2.149
C 2.24217 0.59944 -0.80200 0.336 1.432 2.839
P 2.57954 -0.64171 -2.14234 -0.511 -0.962 -3.665
O 1.60644 -0.62521 -3.27132 0.691 0.525 1.370
O 4.06282 -0.22707 -2.79508 -1.597 -0.325 1.760
O 2.60960 -2.19890 -1.55509 0.698 2.286 -0.085
C 2.95628 0.41762 0.50605 -3.179 1.324 -1.520
P 4.16672 -0.95993 0.92723 2.717 0.182 1.951
O 5.09095 -1.40112 -0.38942 -2.100 -0.536 0.936
O 3.40020 -2.26196 1.64540 -0.717 1.596 -1.752
H 2.93261 2.50924 4.90346 0.167 0.300 -0.279
H 5.02120 1.15294 2.91741 -0.880 -0.334 -0.295
H 3.20384 0.19282 4.00005 0.193 -0.192 -0.913
H 1.65543 3.25855 2.15136 0.103 -0.692 -0.911
H 0.04786 4.67669 1.28455 0.993 -0.541 -0.539
H 0.77462 5.00898 -0.89034 0.279 -0.555 0.372
H 1.36215 1.73909 -3.12615 -1.203 -0.046 0.686
H 0.36564 3.09355 -2.51005 0.122 -1.013 0.409
H -2.59530 1.41465 -1.19423 0.276 0.268 -0.527
H -1.34334 -0.61194 -3.84503 0.322 0.537 -0.155
H 3.93680 0.59223 -3.31945 0.041 -0.663 0.173
H 2.17549 -2.75922 -2.23752 0.135 0.545 0.341
H 4.93550 -2.33372 -0.65070 -0.009 0.500 -0.194
H 2.45021 -2.31758 1.40870 0.517 -0.391 0.020
C -3.55249 -2.47825 -0.97448 0.286 -0.130 0.283
C -4.90277 -2.07034 -0.42133 0.137 0.149 -0.747
O -5.12691 -2.65998 0.86901 -0.016 0.050 0.758
C -4.52052 -2.05781 1.89808 -0.019 0.382 -1.331
O -3.82191 -1.08641 1.80532 -0.104 -0.267 0.516
C -4.87672 -2.75803 3.20982 -0.344 -0.837 1.472
F -4.76887 -4.09549 3.11804 0.097 0.380 -0.337
F -6.14277 -2.49459 3.58013 0.274 0.183 -0.433
F -4.08666 -2.37511 4.22261 -0.019 0.184 -0.598
H -3.46235 -3.56646 -0.99781 -0.122 0.043 -0.109
H -3.41387 -2.09250 -1.98570 -0.085 0.000 0.041
H -2.73866 -2.10375 -0.35163 -0.055 0.118 -0.100
H -5.69363 -2.43944 -1.07475 -0.076 -0.128 0.318
H -5.00813 -0.98444 -0.37098 0.066 -0.089 0.230
```
Positions in Å, forces in eV/Å.

Net charge = +1
Gap between HOMO and LUMO = 6.254 eV
E_tot = -90773.0265 eV



(3)
ORCA calculation (ωB97M-V with the def2-TZVPD basis set) on the ion C10H19N2P with charge +2 at a distorted geometry.

```
32
Properties=species:S:1:pos:R:3:forces:R:3
C 1.29343 -1.45670 1.07652 -4.079 -1.427 1.412
C 0.16492 -1.27206 0.33650 2.756 0.639 -0.842
C 2.55994 -0.93979 0.95818 3.414 1.695 -0.694
C 1.11156 0.14494 -1.34243 2.505 -0.069 1.141
C 0.08618 -0.50115 -0.92090 -2.238 -0.679 1.630
C -3.61839 -0.17955 1.32827 1.870 -0.180 1.173
C -3.33409 1.82231 -0.36693 -0.983 -0.789 2.897
C 5.60353 0.44141 0.64920 1.845 2.115 -1.451
C -1.31045 -0.42349 -1.69939 1.060 0.202 0.379
C -2.78141 0.53760 0.24360 0.848 0.207 0.776
N 2.95741 -0.09639 0.04592 -3.715 -0.638 -1.160
N -2.61647 -0.47763 -0.89317 1.274 -1.424 1.634
P 4.46390 0.30850 -0.70834 0.272 0.121 -1.443
H 1.18086 -2.08990 2.00151 -0.040 0.502 -1.265
H -0.62172 -1.91268 0.51057 -1.855 -1.053 0.753
H 3.22412 -1.36168 1.73306 0.402 0.650 -0.602
H 1.54176 0.57540 -2.19473 0.725 0.820 -0.693
H -4.69558 -0.26365 1.15267 0.249 0.323 0.129
H -3.18485 -1.23834 1.38099 -0.678 1.032 0.327
H -3.30800 0.29464 2.34052 -1.131 -0.780 -1.621
H -2.67415 2.15901 -1.07810 1.045 0.843 -2.278
H -3.22263 2.54622 0.41885 -0.128 0.605 0.466
H -4.41671 1.83141 -0.58772 0.658 -0.373 -0.389
H 6.02937 -0.49249 0.88387 0.121 -1.226 0.740
H 5.19074 1.02993 1.43740 0.023 0.154 0.893
H 6.52331 1.01668 0.21648 -1.621 -0.717 0.643
H -1.32650 0.56257 -2.21312 -0.132 -0.907 0.041
H -1.34400 -1.28257 -2.38329 -0.016 0.474 -0.031
H -1.71360 0.66709 0.73456 -2.000 -0.042 -1.345
H -3.29750 -0.25792 -1.64460 -0.288 -0.865 0.879
H -2.78560 -1.38690 -0.24415 0.290 1.750 -2.966
H 4.32060 1.69520 -1.17180 -0.453 -0.962 0.870
```
Positions in Å, forces in eV/Å.

Net charge = +2
Gap between HOMO and LUMO (alpha / beta) = 6.438 / 6.439 eV
Relative energy (zero: lowest compared OMol25 entry of this formula, charge and spin) = 2.095 eV
E_tot = -22925.2615 eV



(4)
ORCA calculation (ωB97M-V with the def2-TZVPD basis set) on a structure of composition C10H19N2S at a distorted geometry.

```
32
Properties=species:S:1:pos:R:3:forces:R:3
C -1.74167 3.58202 -1.71172 -1.105 -4.227 2.850
C -2.91587 2.75042 -1.98073 1.099 1.566 -0.582
C -1.09803 2.95633 -0.63883 0.506 1.568 -0.804
C -2.85069 1.72250 -1.11555 0.544 -0.012 0.612
C 3.87490 -3.16192 0.25990 1.784 -0.013 2.352
C -2.46792 0.35822 1.67664 0.476 -0.042 2.379
C 3.14012 -1.91669 0.70094 1.819 0.463 -2.167
C 0.96640 -0.70257 0.66263 -0.014 1.255 -0.041
C -1.40413 0.91653 0.80156 0.443 -1.902 -2.639
C -0.31049 -0.53850 -0.09166 -1.561 1.349 0.493
N -1.73955 1.79064 -0.23244 -1.438 1.907 -1.618
N 1.84708 -1.72783 -0.01185 -1.837 -2.109 -1.716
S -0.05484 -0.10334 -1.87196 1.085 -1.163 1.426
H -1.35186 4.41033 -2.15009 0.603 2.309 -1.285
H -3.70213 2.91769 -2.74339 0.788 -0.294 0.674
H -0.23191 3.43258 -0.15886 -0.396 -0.891 0.109
H -3.47202 0.90217 -1.20478 -1.124 -1.677 0.573
H 4.86162 -3.25165 0.87920 -1.502 0.496 -1.465
H 3.32903 -3.94644 0.69909 -0.833 -1.545 0.121
H 4.03740 -3.36842 -0.77368 0.181 0.324 -0.741
H -3.40829 0.27491 1.21444 -1.157 -0.225 -0.680
H -2.64459 0.89209 2.71684 0.646 -0.624 -2.288
H -2.08964 -0.62871 1.93085 -0.435 -0.330 0.318
H 3.82333 -1.03917 0.55540 -1.178 -0.357 0.100
H 2.88740 -2.03415 1.70195 -0.299 0.088 1.873
H 0.69544 -0.92227 1.72061 0.824 -0.417 -0.684
H 1.60038 0.21100 0.61432 -0.572 -0.371 0.237
H -0.65935 1.29115 1.38510 2.223 1.382 1.302
H -0.95207 -1.41993 0.06259 0.142 0.190 -0.317
H 1.99184 -1.40250 -1.03938 -0.273 -0.636 2.031
H 1.24259 -2.70562 -0.11592 2.094 2.896 0.390
H -1.20246 0.46113 -1.74123 -1.533 1.043 -0.814
```
Positions in Å, forces in eV/Å.

Net charge = +1
Gap between HOMO and LUMO = 8.099 eV
Relative energy (zero: lowest compared OMol25 entry of this formula, charge and spin) = 1.906 eV
E_tot = -24484.0070 eV



(5)
ORCA calculation (ωB97M-V with the def2-TZVPD basis set) on a cluster of 2 separate species, C10H19N3O in total at a distorted geometry.

```
33
Properties=species:S:1:pos:R:3:forces:R:3
C 0.81737 0.53015 -1.17734 -3.762 0.693 -2.559
C 1.20625 0.33364 0.03735 2.377 -0.050 3.057
C 1.43437 1.57603 0.82898 0.156 1.646 -0.764
C 1.83046 -0.94752 0.61262 -1.064 0.891 0.438
O 1.26933 -1.97929 -0.15334 2.665 -2.514 -1.265
C 3.34408 -1.05105 0.58202 -0.178 1.122 0.004
C 3.83848 -0.79641 -0.84992 1.630 -0.292 0.385
H 0.24614 1.45961 -1.50259 1.493 -0.512 0.758
H 0.36744 -0.21189 -1.78295 0.617 -1.394 -0.701
H 2.34967 1.54590 1.42702 -0.087 0.163 -0.107
H 1.54227 2.19634 -0.08612 0.603 0.874 1.466
H 0.63468 2.07930 1.40918 0.110 -0.994 -0.120
H 1.58920 -1.04671 1.68310 -0.652 -0.033 -0.252
H 2.10088 -2.40839 -0.58852 -2.723 0.633 0.864
H 3.64930 -2.04765 0.89836 -0.206 -0.170 0.190
H 3.76564 -0.34744 1.39063 -0.348 -0.770 -1.609
H 3.57796 -1.52077 -1.68832 0.446 0.460 1.415
H 4.93058 -0.70875 -0.66747 -0.374 -0.278 -1.069
H 3.49123 0.15029 -1.20142 -0.180 0.697 -0.163
C -3.92805 0.95836 -1.59172 0.039 -0.650 -0.392
C -3.84934 1.13280 -0.05687 0.485 -1.829 -0.679
C -2.85254 0.15147 0.53358 -0.121 0.604 -0.387
C -2.67081 -0.27376 1.87215 -2.445 1.778 0.789
N -1.66714 -1.07983 1.92115 1.834 -1.584 -0.940
N -1.25783 -1.17263 0.62887 1.645 -1.514 1.182
N -1.92511 -0.43637 -0.21508 -0.556 0.133 0.314
H -4.95678 1.07905 -1.99649 0.554 -0.330 0.449
H -3.48777 -0.05434 -1.84676 -0.830 1.237 0.002
H -3.34844 1.70927 -2.12776 0.267 -0.048 0.121
H -4.79470 0.82161 0.36559 -0.429 0.578 0.292
H -3.54035 2.11948 0.21795 -0.280 0.718 0.286
H -3.30706 0.00753 2.78612 1.317 -0.549 -1.572
H -0.39943 -1.76802 0.33799 -2.000 1.286 0.566
```
Positions in Å, forces in eV/Å.

Gap between HOMO and LUMO = 9.802 eV
Structure (SMILES) = C=C(C)[C@@H](O)CC.CCc1cn[nH]n1
Relative energy (zero: lowest compared OMol25 entry of this formula, charge and spin) = 2.965 eV
E_tot = -17192.6900 eV



(6)
ORCA calculation (ωB97M-V with the def2-TZVPD basis set) on the molecule C10H19N3O4 at a distorted geometry.

```
36
Properties=species:S:1:pos:R:3:forces:R:3
C -2.58378 -1.67356 0.29293 -0.461 1.771 -0.376
C -2.69415 -0.06270 0.40641 -1.786 -1.329 -2.541
C -3.60459 0.44727 -0.86711 0.405 -4.373 1.805
C -1.36351 0.59312 0.29857 2.746 -0.303 -1.424
N -0.46509 0.05145 1.37712 -0.637 2.816 1.561
C 0.79449 -0.51457 1.41546 -1.087 0.710 -0.069
O 1.44792 -0.27654 2.42406 0.618 -1.093 -1.150
C 1.09717 -1.53193 0.26917 2.366 2.688 0.671
N 0.31773 -1.31879 -0.88422 -2.399 -0.651 -0.604
C 2.58382 -1.25813 -0.27401 0.021 -0.544 2.680
C 2.79499 0.07573 -1.07395 2.854 0.533 1.576
C 2.88039 1.40357 -0.22943 -3.327 -1.012 0.935
N 4.07953 1.70278 0.28705 0.773 0.023 0.329
O 1.77832 1.99959 0.09288 4.295 -1.678 -1.014
C -1.55017 2.11101 0.23931 2.572 0.548 0.756
O -2.45377 2.62793 0.81729 -0.507 0.901 -0.221
O -0.54521 2.81653 -0.41258 -1.214 -1.559 0.500
H -2.48852 -1.82491 -0.77260 0.207 -0.472 -0.429
H -3.46857 -2.21354 0.55604 -0.989 0.181 0.272
H -1.81871 -2.22822 0.82369 0.533 0.559 0.240
H -3.24909 0.26528 1.26828 0.258 0.024 0.666
H -4.52149 -0.16802 -0.85877 0.433 -0.699 0.013
H -4.13985 1.32453 -0.79887 0.290 2.834 -0.020
H -3.07755 0.12980 -1.75940 0.004 0.820 -0.458
H -0.72829 0.48232 -0.65258 -1.745 -0.657 1.027
H -0.50377 0.68970 2.22498 -0.094 -1.218 -1.216
H 0.85542 -2.47790 0.74317 0.938 -0.605 0.122
H -0.66043 -1.43001 -0.59655 0.465 0.133 -0.585
H 0.47859 -2.15788 -1.41243 0.047 -0.286 -0.871
H 2.80386 -2.07571 -0.96583 0.328 0.004 0.313
H 3.12971 -1.32643 0.70866 0.439 -0.005 -1.358
H 3.68765 0.00946 -1.80131 -1.544 -0.054 1.058
H 1.88103 0.15670 -1.50217 -2.414 0.506 -2.419
H 4.09260 2.24839 1.15494 0.140 -0.126 -0.791
H 4.93225 1.16968 0.01210 -1.406 0.679 0.520
H 0.28105 2.23398 -0.55027 -1.123 0.935 0.502
```
Positions in Å, forces in eV/Å.

Gap between HOMO and LUMO = 9.959 eV
Structure (SMILES) = CC(C)[C@H](NC(=O)[C@@H](N)CCC(N)=O)C(=O)O
Relative energy (zero: lowest compared OMol25 entry of this formula, charge and spin) = 3.532 eV
E_tot = -23337.2126 eV



(7)
ORCA calculation (ωB97M-V with the def2-TZVPD basis set) on the molecule C10H19N5O5 at a distorted geometry.

```
39
Properties=species:S:1:pos:R:3:forces:R:3
H 3.47387 -0.77631 -2.48853 -0.861 0.414 -0.423
N 3.12668 -1.44139 -1.81006 0.819 -0.604 0.734
C 3.39177 -0.96230 -0.65344 1.429 -1.596 0.527
N 3.84011 -1.73052 0.44109 -0.651 -0.557 0.823
N 3.47591 0.37639 -0.35070 -1.879 2.303 1.154
C 2.35347 1.23781 -0.95511 -0.163 -0.751 -1.411
C 1.78577 2.25460 0.04931 1.117 1.029 -0.133
C 0.95344 1.89347 1.26591 0.557 -4.139 0.692
C -0.32979 0.99229 0.91161 -2.713 3.229 1.733
N 0.16455 -0.28467 0.48821 2.479 -1.776 -0.395
C -0.50804 -1.52071 0.33487 -0.210 1.783 -3.081
O -0.11045 -2.41410 -0.38490 1.905 -0.045 0.450
C -1.94627 -1.77919 0.64337 -2.894 -0.377 1.280
N -2.48102 -1.01541 1.75554 -0.412 -0.412 1.903
C -3.06027 -1.79544 -0.49452 1.953 0.287 -1.012
C -3.60372 -0.38996 -0.95010 -2.464 -1.216 -1.230
O -4.67728 0.12608 -0.62718 2.850 -0.646 -0.468
O -2.88734 -0.04964 -2.09477 -0.416 -0.164 1.572
C -1.31926 1.66059 -0.17078 2.974 0.228 -0.967
O -0.89663 2.00865 -1.28231 -2.132 -0.547 2.347
O -2.55287 1.78967 0.38242 -0.272 1.035 -2.447
H 3.79891 -1.32727 1.39169 -0.146 -0.373 -1.117
H 3.86000 -2.76536 0.46734 -0.242 1.306 -0.709
H 3.47948 0.51762 0.69355 0.238 0.054 -1.609
H 1.57041 0.55201 -1.37805 0.631 0.530 0.427
H 2.65538 1.77140 -1.92504 0.201 -0.504 1.701
H 1.32480 3.07954 -0.54036 0.270 -0.563 0.574
H 2.67636 2.62681 0.55918 0.307 0.736 -0.443
H 1.53181 1.06858 1.91723 -0.760 1.390 -1.465
H 1.01682 2.66570 2.04711 -1.297 0.267 -0.773
H -1.12267 1.12165 1.78758 2.255 -1.586 -1.067
H 1.24464 -0.25982 0.09852 -4.130 -0.537 1.381
H -1.87886 -2.83258 0.93982 -0.101 -0.039 -0.273
H -3.51745 -1.10689 1.87478 1.326 0.011 -0.358
H -2.05320 -1.47704 2.58679 -0.706 0.927 -0.436
H -3.82162 -2.59608 -0.27499 0.406 1.479 0.164
H -2.54661 -2.14324 -1.42066 -0.316 0.033 0.706
H -3.21045 0.75110 -2.53044 -0.237 0.086 0.306
H -3.20037 2.17398 -0.30397 1.286 -0.695 1.343
```
Positions in Å, forces in eV/Å.

Gap between HOMO and LUMO = 9.275 eV
Structure (SMILES) = [H]/N=C(/N)NCCC[C@H](NC(=O)[C@@H](N)CC(=O)O)C(=O)O
Relative energy (zero: lowest compared OMol25 entry of this formula, charge and spin) = 4.371 eV
E_tot = -28363.7856 eV